(1)
C2H10N4P | ωB97M-V with the def2-TZVPD basis set

**2S+1**: 1
**Energy above the lowest of the compared OMol25 structures with the same formula, charge and spin**: 355.38 kJ/mol
**Frontier orbital gap**: 0.3049 Eh
**Net charge**: +1
**HOMO**: -12.28 eV

Cartesian coordinates (Å):
P 0.257516 -1.125986 0.581089
N 1.141648 0.935058 -0.321269
N 0.632420 -2.629411 -2.617682
N -0.931608 -1.618268 -0.284496
N -0.382924 -0.370539 1.917167
C -0.480795 -2.629993 -2.329385
C 0.382544 2.088006 0.116427
H 0.231927 -0.382578 2.703224
H -1.873592 -1.812966 0.105130
H 0.595428 2.236283 1.178080
H 0.763572 2.957383 -0.490258
H 2.222357 1.013427 -0.054864
H 1.598349 -2.361534 -2.529635
H -0.760346 2.056068 0.053532
H -1.334245 -0.296761 2.138485
H -1.412565 -2.958866 -2.735418
H 1.075726 0.925126 -1.390423

Force components x, y, z for each atom (eV/Å):
P 1.31 0.23 0.94
N 1.74 -0.79 -1.80
N 1.24 0.31 -0.26
N -1.99 -1.43 -1.72
N 1.51 -0.57 -0.77
C -0.31 0.28 0.86
C -0.30 1.96 0.12
H 0.19 0.21 0.60
H 0.79 0.65 -0.54
H -0.01 0.26 -0.19
H -0.77 -0.37 0.94
H -3.18 -0.07 -0.80
H -0.04 -0.13 0.18
H 1.67 -0.57 -0.36
H -1.45 0.13 0.22
H -0.87 0.14 0.61
H 0.47 -0.23 1.97

(2)
C16H22BrNO | ωB97M-V with the def2-TZVPD basis set

**2S+1**: 1
**Frontier orbital gap**: 0.3494 Eh
**SMILES**: CCN(C(=O)Cc1ccc(Br)cc1)C1CCCCC1
**HOMO**: -8.78 eV

Cartesian coordinates (Å):
Br -6.997300 -0.342320 0.403835
O -1.095012 2.513756 -0.317149
N 0.733544 1.229149 -0.072033
C 1.275230 2.245863 0.820739
C 3.212618 -2.302169 0.263524
C 2.992417 0.156189 -0.216386
C -3.532904 1.257781 -1.221972
C 3.664460 -1.152319 -0.631850
C -1.171532 0.448885 -1.491305
C -2.594696 0.245180 -1.055744
C -0.506883 1.477325 -0.564603
C 1.103564 1.911457 2.299592
C 1.694206 -2.445179 0.224992
C -4.834886 1.093461 -0.787408
C -5.200175 -0.099499 -0.189226
C -4.287012 -1.123632 -0.015975
C 1.473791 -0.004644 -0.311939
C -2.985722 -0.941155 -0.447938
C 1.029635 -1.133135 0.631028
H 1.728984 1.074515 2.600101
H -3.235298 2.187978 -1.678303
H 2.326004 2.416249 0.585464
H 1.380787 2.775358 2.898207
H 3.412209 -1.379260 -1.670355
H 4.748301 -1.038756 -0.570501
H 3.682689 -3.231937 -0.061605
H 3.289529 0.393195 0.805692
H -4.586585 -2.049262 0.451333
H 0.719905 3.161146 0.603406
H 3.324908 0.961663 -0.874145
H 3.531106 -2.108206 1.290149
H -2.272894 -1.742848 -0.313457
H 1.380930 -2.718168 -0.786016
H 1.272107 -0.310736 -1.345004
H 1.314523 -0.886851 1.654049
H -1.154744 0.893376 -2.490307
H -5.559273 1.883362 -0.913355
H -0.661925 -0.508353 -1.519887
H 1.377703 -3.243586 0.898727
H 0.064525 1.667679 2.505855
H -0.056837 -1.231570 0.609772

Force components x, y, z for each atom (eV/Å):
Br 0.21 0.04 -0.07
O -0.31 0.22 0.01
N 0.28 0.21 0.03
C -0.05 0.29 0.18
C -0.08 -0.09 -0.31
C -0.13 -0.06 -0.38
C -0.02 -0.09 0.00
C 0.07 0.03 0.30
C -0.01 0.22 0.20
C -0.08 -0.08 -0.03
C 0.12 -0.22 -0.29
C 0.06 0.05 -0.24
C 0.09 0.04 0.31
C -0.10 -0.03 0.01
C -0.19 -0.11 0.11
C -0.22 0.01 0.08
C -0.03 -0.27 0.18
C 0.06 0.12 -0.12
C 0.01 -0.15 -0.40
H 0.04 -0.09 0.08
H 0.03 0.08 -0.04
H -0.05 0.00 -0.02
H 0.03 0.07 0.12
H 0.03 0.00 -0.08
H 0.01 0.00 -0.09
H 0.05 -0.02 0.08
H 0.01 0.11 0.08
H -0.04 -0.05 0.03
H 0.22 -0.15 0.01
H 0.01 0.09 0.07
H 0.05 -0.02 0.07
H 0.10 -0.06 0.00
H -0.05 -0.06 -0.05
H 0.03 -0.02 0.13
H -0.03 0.08 0.08
H 0.09 -0.08 0.01
H -0.06 0.04 -0.01
H 0.04 0.00 -0.07
H -0.05 -0.05 -0.07
H -0.10 -0.03 0.06
H -0.05 0.05 0.03

(3)
C4H7N2P | ωB97M-V with the def2-TZVPD basis set

**2S+1**: 1
**Energy above the lowest of the compared OMol25 structures with the same formula, charge and spin**: 304.47 kJ/mol
**Frontier orbital gap (alpha / beta)**: 0.1860 / 0.1860 Eh
**HOMO (alpha / beta)**: -6.87 / -6.87 eV

Cartesian coordinates (Å):
P -0.964419 -2.142454 -1.200615
N -2.397276 -1.312374 -1.260408
N 0.659300 -0.072064 -0.109907
C 0.664132 1.697585 1.256149
C -0.024341 0.971308 0.355858
C 1.798226 -0.157563 0.590287
C 1.906768 0.976719 1.435953
H -0.915948 1.241157 -0.035206
H 2.453328 -0.894859 0.287039
H 0.534379 2.558613 1.836887
H -2.855255 -1.090504 -2.146196
H -0.853249 -2.165917 -2.537848
H -2.718372 -0.936952 -0.412989
H 2.712726 1.327305 1.940996

Force components x, y, z for each atom (eV/Å):
P 0.15 1.54 2.87
N 1.35 -1.10 -1.60
N -1.24 -1.92 -1.08
C 3.17 -1.41 1.05
C -0.07 0.43 0.11
C -0.03 2.15 0.90
C -3.06 -1.76 -2.53
H -2.93 0.59 -1.29
H 1.63 -1.32 -0.05
H -0.97 1.21 0.22
H 0.21 0.31 0.81
H 0.41 0.07 -1.97
H -0.94 0.57 0.99
H 2.29 0.63 1.56

(4)
C3H8S | ωB97M-V with the def2-TZVPD basis set

**2S+1**: 1
**Energy above the lowest of the compared OMol25 structures with the same formula, charge and spin**: 118.87 kJ/mol
**Frontier orbital gap**: 0.3703 Eh
**SMILES**: C=C.CS
**HOMO**: -9.03 eV

Cartesian coordinates (Å):
S 1.802608 2.083010 -0.434117
C 1.833086 3.580754 -1.468982
C -1.790581 -3.171457 1.714760
C -2.187918 -3.240844 0.462212
H 2.724603 3.639620 -2.080690
H -0.777362 -3.428064 1.998684
H -1.566286 -3.707726 -0.289677
H -3.235604 -3.063378 0.251398
H -2.489039 -2.979919 2.519639
H 0.929736 3.531558 -2.064984
H 1.820152 4.454136 -0.835447
H 2.936604 2.302310 0.227207

Force components x, y, z for each atom (eV/Å):
S -0.14 -0.05 -0.22
C 0.20 -0.22 0.48
C 0.27 -0.32 0.49
C -0.55 -0.72 0.09
H -0.02 -0.21 -0.28
H 0.01 0.02 0.05
H 0.09 0.52 -0.27
H 0.08 0.08 -0.34
H 0.09 0.41 -0.01
H 0.01 0.12 -0.18
H -0.24 0.28 0.12
H 0.18 0.07 0.09

(5)
C6H16N2O2 | ωB97M-V with the def2-TZVPD basis set

**2S+1**: 1
**Energy above the lowest of the compared OMol25 structures with the same formula, charge and spin**: 487.06 kJ/mol
**Frontier orbital gap**: 0.3111 Eh
**SMILES**: C[C@@H](N)C(C)(O)O.C=NC
**HOMO**: -8.59 eV

Cartesian coordinates (Å):
O 1.103263 -1.398635 -0.328260
O -0.263837 -2.251298 1.173940
N 1.907938 -0.276670 2.092488
N 0.307077 1.146190 -1.739026
C 0.977958 0.194961 -2.337804
C 0.144771 -1.090253 0.528818
C -0.788605 1.741763 -2.450366
C -1.430061 -0.452057 -0.317095
C -0.373124 0.347802 2.602064
C 0.617823 0.042821 1.482960
H -2.069545 -1.155085 0.208285
H -0.003917 1.197562 3.171591
H -1.728568 0.561417 -0.081203
H -0.843120 -2.019680 1.906883
H 2.038660 0.184855 -2.093955
H -1.102402 1.200186 -3.353818
H 0.829905 -1.327376 -1.432855
H 0.845209 0.020071 -3.413101
H -1.467069 -0.734030 -1.363554
H 1.847246 -1.166344 2.579979
H -0.447284 -0.491307 3.298734
H 2.607549 -0.403066 1.368930
H -1.363932 0.580331 2.218596
H 0.744619 0.905731 0.825392
H -0.454080 2.735976 -2.761966
H -1.636474 1.906137 -1.785658

Force components x, y, z for each atom (eV/Å):
O 0.74 -0.66 -5.03
O 0.16 -0.45 0.26
N 0.14 0.08 -0.03
N 1.28 -1.67 -1.03
C 0.32 4.24 -0.92
C -4.03 2.53 -0.55
C -0.35 0.04 -0.18
C 2.09 -2.11 2.04
C 0.16 0.03 -0.27
C 0.03 -0.67 -0.05
H -0.46 0.15 -0.01
H -0.03 0.03 0.04
H 0.26 0.13 -0.19
H -0.04 0.05 -0.01
H -0.16 -0.97 0.86
H 0.01 -0.05 0.14
H 0.67 -0.33 4.81
H -0.78 -0.54 0.06
H 0.18 0.27 -0.14
H -0.04 0.05 0.00
H -0.01 -0.04 0.02
H -0.07 0.00 0.01
H -0.09 0.00 0.01
H 0.00 0.03 0.15
H 0.05 -0.03 0.04
H -0.02 -0.09 -0.06

(6)
C15H32GaN7O6P | ωB97M-V with the def2-TZVPD basis set

**2S+1**: 1
**Frontier orbital gap (alpha / beta)**: 0.2274 / 0.2271 Eh
**Net charge**: +1
**HOMO (alpha / beta)**: -10.83 / -10.82 eV

Cartesian coordinates (Å):
Ga -0.837500 -0.066096 0.168915
P 0.414808 2.500391 0.593707
O -3.226869 1.593659 0.219948
O 1.994285 -0.923787 0.175369
O 2.519226 -3.679263 -0.818033
O -2.360593 0.481337 2.472259
O -2.506750 -1.302397 0.307668
O 1.074776 -0.176082 -2.066542
N 0.706671 4.635116 2.328214
N 2.697161 3.994409 1.028817
N 0.914893 -0.679984 0.878699
N -2.149007 1.182868 -0.509770
N 0.823783 5.154193 -0.073909
N -0.163047 0.184232 -1.640700
N -1.191728 0.107343 2.051765
C 2.276184 2.633748 0.708224
C -0.193036 -0.251546 2.893408
C 0.977708 -0.698859 2.237866
C 2.233675 -1.107163 2.919263
C -1.486011 -2.364728 -0.206510
C 2.291731 4.959562 -0.019264
C -3.173274 2.217944 -2.506623
C -2.116226 1.428525 -1.826194
C -0.605185 1.100572 -3.890861
C -0.968674 0.878702 -2.468562
C -0.007010 3.369120 2.202175
C 0.338194 5.586334 1.257138
C 2.173519 4.447426 2.336825
C 0.134060 3.956412 -0.544024
C -0.345053 -0.142525 4.364379
H -0.235285 2.125469 -4.044243
H 0.246346 2.708008 3.045478
H -0.025903 -1.075509 4.845168
H 2.634682 4.588473 -0.994701
H 0.496054 3.687916 -1.548860
H 2.640264 1.930955 1.473703
H 2.001246 -1.555066 3.892677
H -1.263368 -2.138296 -1.255327
H -0.756386 5.676962 1.222784
H -4.046775 2.320390 -1.854582
H 2.561848 -3.661655 -1.788266
H -2.057588 -3.298456 -0.180214
H 2.704115 2.329286 -0.259245
H 2.498947 -2.729161 -0.566864
H 0.283249 0.665008 4.767890
H 0.174001 0.399830 -4.206452
H 2.636161 5.419438 2.568236
H 0.803567 6.556970 1.490393
H -1.392009 0.055986 4.617739
H -1.485948 0.970214 -4.532425
H 2.434630 3.704169 3.102562
H -1.092957 3.547467 2.224542
H -0.948966 4.143951 -0.607081
H 2.754758 5.931120 0.215629
H 2.894073 -0.242727 3.094793
H -3.026139 1.230054 1.155155
H -3.470657 1.716579 -3.436529
H -2.776271 -1.510836 1.225154
H -2.807449 3.219472 -2.773873
H 2.782964 -1.838282 2.315374
H -0.590575 -2.495395 0.423704
H 1.544892 -0.498318 -1.176775

Force components x, y, z for each atom (eV/Å):
Ga 1.16 1.42 1.43
P 0.06 -0.08 0.15
O 0.78 -0.15 -0.36
O 0.10 0.04 -0.79
O -0.18 0.83 -0.36
O -0.57 0.32 -0.15
O 2.02 -1.66 -1.17
O -0.71 0.05 0.24
N 0.18 0.28 -0.03
N 0.00 0.40 0.06
N 0.37 -0.35 3.17
N -1.64 1.36 -2.75
N 0.20 0.28 0.13
N -0.99 1.36 -2.76
N 2.06 -0.52 2.76
C -0.17 -0.02 -0.08
C -3.28 1.15 -0.92
C 1.28 -0.33 -3.75
C 0.11 -0.12 0.29
C -2.24 -1.08 0.60
C -0.46 -0.33 0.54
C -0.21 -0.01 -0.24
C -1.72 0.11 3.59
C 0.00 0.13 -0.27
C 3.39 -2.08 0.94
C 0.00 -0.09 -0.24
C 0.45 -0.59 -0.09
C -0.38 0.01 -0.62
C 0.03 -0.18 0.15
C -0.09 -0.18 0.32
H -0.08 -0.21 0.04
H -0.09 0.17 -0.21
H -0.09 0.21 -0.01
H 0.00 0.20 0.24
H -0.09 0.12 0.18
H -0.06 0.17 -0.22
H 0.11 0.16 -0.18
H -0.09 0.20 0.36
H 0.30 0.10 0.05
H 0.26 -0.01 -0.18
H 0.06 -0.12 0.45
H 0.39 0.08 -0.16
H -0.04 0.03 0.29
H 0.02 -0.66 0.00
H -0.14 -0.17 -0.08
H -0.18 0.20 0.16
H -0.11 -0.38 0.00
H -0.25 -0.31 -0.10
H 0.29 -0.01 -0.08
H 0.17 0.07 0.16
H -0.01 0.26 -0.14
H 0.26 -0.07 0.07
H 0.23 0.03 -0.02
H -0.13 -0.36 -0.18
H -0.15 -0.23 -0.09
H -0.01 0.00 0.00
H 0.04 0.15 0.19
H 0.27 0.15 -0.30
H -0.04 -0.21 0.07
H -0.15 0.26 0.06
H -0.41 0.37 -0.13
H 0.18 -0.21 -0.01